A) C4H7BrO | the ωB97M-V functional and the def2-TZVPD basis

Values from the calculation:
HOMO-LUMO gap (alpha / beta) (eV): 7.92 / 7.92
Multiplicity: 1

Element x y z (Å)
Br 1.69 -0.62 -0.14
O 0.06 2.00 0.33
C -1.24 -2.34 0.03
C 1.28 2.48 -0.13
C -0.04 -0.26 0.24
C -1.18 -0.84 -0.01
H 1.37 3.55 -0.31
H 2.19 2.29 0.76
H -0.25 -2.61 -0.25
H -1.26 -2.72 1.04
H -2.08 -0.26 0.12
H 1.55 1.86 -1.03
H -2.09 -2.54 -0.65

---

B) C4H7BrO | the ωB97M-V functional and the def2-TZVPD basis

Values from the calculation:
HOMO-LUMO gap (eV): 10.52
Multiplicity: 1

Element x y z (Å)
Br -2.52 2.59 -0.02
O 0.11 0.07 -0.91
C 0.16 -0.04 1.50
C -2.64 0.81 -0.08
C -2.62 -0.40 -0.13
C 0.13 -0.58 0.10
H 4.78 0.55 -3.26
H 0.00 -1.63 0.15
H 0.61 0.91 1.55
H 4.60 -0.18 -2.98
H -2.39 -1.37 0.16
H 0.66 -0.70 2.14
H -0.87 -0.02 1.79

---

Which one sits at the bottom of the stability order? A) does.

---

A) C3H8NO2 | the ωB97M-V functional and the def2-TZVPD basis

Values from the calculation:
HOMO-LUMO gap (eV): 9.58
Total charge: +1
Multiplicity: 1

Element x y z (Å)
O -0.90 -1.41 -2.08
O 0.22 -0.14 -0.60
N 2.25 -0.08 1.80
C 1.52 0.87 1.42
C -0.85 -0.45 -1.12
C -2.18 0.18 -0.80
H -2.92 -0.21 -1.52
H -2.49 -0.11 0.21
H -2.05 1.27 -0.86
H 0.45 0.84 1.60
H -0.08 -1.36 -2.58
H 1.98 1.69 0.82
H 3.18 -0.19 1.36
H 1.87 -0.90 2.34

---

B) C3H8NO2 | the ωB97M-V functional and the def2-TZVPD basis

Values from the calculation:
HOMO-LUMO gap (alpha / beta) (eV): 7.26 / 7.37
Total charge: +1
Multiplicity: 1

Element x y z (Å)
O 0.81 -1.61 0.56
O 1.62 0.42 0.21
N -1.79 -0.62 0.39
C 0.73 -0.46 -0.09
C -0.63 0.00 -0.50
C 1.71 1.62 -0.23
H 1.00 2.07 -0.93
H -1.71 -1.66 0.47
H -0.74 -0.32 -1.50
H -0.84 1.05 -0.16
H -1.65 -0.28 1.47
H -2.75 -0.48 0.01
H 2.52 2.30 -0.14
H 1.72 -2.02 0.45

---

Which one sits at the bottom of the stability order? B) does.

---

A) C2H3IN2 | the ωB97M-V functional and the def2-TZVPD basis

Values from the calculation:
HOMO-LUMO gap (eV): 9.90
SMILES string: CC1(I)N=N1
Multiplicity: 1

Element x y z (Å)
I 1.09 1.89 -1.02
N 0.81 0.27 1.59
N -0.22 0.89 1.56
C -0.40 -0.71 -0.50
C 0.28 0.46 0.26
H 0.34 -1.45 -0.51
H -0.52 -0.42 -1.51
H -1.38 -0.92 0.14

---

B) C2H3IN2 | the ωB97M-V functional and the def2-TZVPD basis

Values from the calculation:
HOMO-LUMO gap (eV): 7.48
Multiplicity: 1

Element x y z (Å)
I 2.24 2.48 1.77
N -0.22 0.65 -1.41
N -0.40 -0.43 -1.14
C 0.59 1.29 1.68
C -0.60 -1.63 -0.83
H -0.24 1.92 1.32
H -1.14 -1.85 0.07
H -0.24 -2.42 -1.46

---

C) C2H3IN2 | the ωB97M-V functional and the def2-TZVPD basis

Values from the calculation:
HOMO-LUMO gap (eV): 9.85
SMILES string: C=N/N=C/I
Multiplicity: 1

Element x y z (Å)
I -3.38 -0.83 0.02
N -0.49 -0.27 0.14
N 0.88 0.16 -0.42
C -1.45 -0.25 -0.67
C 1.70 0.35 0.52
H -1.44 -0.18 -1.77
H 2.64 0.87 0.54
H 1.54 0.15 1.62

---

D) C2H3IN2 | the ωB97M-V functional and the def2-TZVPD basis

Values from the calculation:
HOMO-LUMO gap (eV): 6.89
Multiplicity: 1

Element x y z (Å)
I 2.55 -0.76 -0.80
N -0.64 0.90 -0.47
N -2.17 -0.84 -0.95
C 1.01 -0.42 0.60
C -1.52 0.09 -0.64
H 0.20 -1.08 0.73
H 1.29 0.39 1.27
H -0.72 1.71 0.26

---

Which one sits at the bottom of the stability order? B) does.

---

A) C5H9NO2 | the ωB97M-V functional and the def2-TZVPD basis

Values from the calculation:
HOMO-LUMO gap (eV): 3.33
Multiplicity: 1

Element x y z (Å)
O 1.32 1.17 1.17
O -2.40 -1.37 -1.03
N 2.99 0.87 -0.34
C -0.79 0.26 -0.27
C 0.12 0.12 -1.49
C 2.43 0.69 0.85
C -2.21 -1.06 1.26
C -1.83 -0.83 -0.10
H -1.81 -0.44 2.05
H 0.99 -0.48 -1.25
H 3.01 0.07 1.56
H 3.92 0.44 -0.31
H -0.44 -0.30 -2.33
H 0.51 1.11 -1.75
H -1.28 1.25 -0.26
H -0.21 0.27 0.68
H -3.04 -1.71 1.53

---

B) C5H9NO2 | the ωB97M-V functional and the def2-TZVPD basis

Values from the calculation:
HOMO-LUMO gap (eV): 9.51
SMILES string: C=CC(C)=O.C=NO
Multiplicity: 1

Element x y z (Å)
O 0.44 0.54 0.50
O 1.34 -0.08 -2.07
N 2.54 -0.72 -2.13
C -0.98 0.17 2.37
C -0.69 0.56 0.98
C -1.93 0.31 0.17
C 3.22 -0.81 -1.08
C -1.90 0.20 -1.17
H -0.97 0.21 -1.72
H -1.85 -0.59 1.88
H -0.10 -0.10 2.95
H 4.21 -1.22 -1.18
H -2.77 0.42 -1.76
H 1.11 0.15 -1.14
H -1.66 0.87 2.85
H -2.87 0.57 0.64
H 2.87 -0.48 -0.10

---

Which one sits at the bottom of the stability order? A) does.

---

A) C5H9NO2 | the ωB97M-V functional and the def2-TZVPD basis

Values from the calculation:
HOMO-LUMO gap (eV): 8.90
SMILES string: N/C=C/CCC(=O)O
Multiplicity: 1

Element x y z (Å)
O 1.31 -2.87 1.99
O 2.59 -1.24 1.04
N -2.13 1.40 -2.23
C 0.47 0.27 0.24
C -0.88 0.76 -0.24
C 0.28 -0.74 1.40
C 1.34 -1.76 1.44
C -0.90 0.94 -1.60
H 3.28 -1.97 0.98
H 0.94 1.22 0.55
H 1.13 -0.01 -0.55
H -2.20 1.85 -3.06
H -2.64 2.00 -1.56
H 0.17 -0.14 2.35
H -0.70 -1.15 1.36
H -0.27 0.58 -2.45
H -1.79 0.87 0.36

---

B) C5H9NO2 | the ωB97M-V functional and the def2-TZVPD basis

Values from the calculation:
HOMO-LUMO gap (eV): 9.73
SMILES string: CC(C)=CO.N=C=O
Multiplicity: 1

Element x y z (Å)
O 3.98 0.25 -0.61
O -0.89 1.52 -1.21
N 1.95 1.14 -1.31
C 2.98 0.64 -1.06
C -1.03 -1.36 -0.47
C -0.74 -0.21 0.46
C -0.42 -0.46 1.93
C -0.83 1.04 0.11
H 0.49 -1.09 2.01
H -2.11 -1.49 -0.61
H -0.63 -2.39 -0.08
H -0.38 1.86 0.77
H -1.24 -0.86 2.39
H -1.36 0.81 -1.71
H 1.07 1.39 -1.65
H -0.21 0.50 2.45
H -0.63 -1.29 -1.43

---

Which one sits at the bottom of the stability order? A) does.

---

A) C5H9NO2 | the ωB97M-V functional and the def2-TZVPD basis

Values from the calculation:
HOMO-LUMO gap (eV): 9.09
SMILES string: CNCC(=O)C(C)=O
Multiplicity: 1

Element x y z (Å)
O -2.17 1.35 -0.24
O -0.12 -1.41 -0.56
N 1.92 0.32 0.62
C -1.88 0.19 -0.06
C -2.86 -0.91 0.16
C 0.49 0.73 0.42
C 2.63 0.10 -0.62
C -0.40 -0.32 -0.14
H 2.41 0.99 1.20
H 2.65 1.00 -1.26
H -3.88 -0.57 -0.01
H 2.16 -0.70 -1.18
H -2.76 -1.26 1.19
H 3.66 -0.19 -0.41
H 0.36 1.64 -0.19
H 0.40 0.77 1.58
H -2.62 -1.75 -0.49

---

B) C5H9NO2 | the ωB97M-V functional and the def2-TZVPD basis

Values from the calculation:
HOMO-LUMO gap (eV): 9.40
SMILES string: C/C(O)=C(\C)C(N)=O
Multiplicity: 1

Element x y z (Å)
O 2.05 -0.32 -0.36
O -0.06 -1.93 1.77
N 0.28 0.24 2.36
C -1.75 -0.08 -0.22
C -0.30 -0.25 0.11
C 0.75 -0.01 -0.70
C 0.64 0.64 -2.05
C -0.04 -0.75 1.48
H 0.68 -0.12 -2.84
H 0.39 1.20 2.07
H 1.48 1.33 -2.20
H -1.93 -0.09 -1.30
H 2.05 -1.01 0.34
H -2.13 0.86 0.19
H -0.28 1.22 -2.16
H -2.35 -0.90 0.20
H 0.52 -0.02 3.31

---

C) C5H9NO2 | the ωB97M-V functional and the def2-TZVPD basis

Values from the calculation:
HOMO-LUMO gap (eV): 9.29
Multiplicity: 1

Element x y z (Å)
O -0.42 -0.16 -2.29
O -1.95 0.60 -0.69
N 0.96 -0.07 0.96
C 0.88 -2.31 1.87
C -0.91 -0.31 -0.99
C 0.61 2.21 0.09
C 0.43 0.75 0.20
C 0.70 -1.41 0.91
H 0.03 0.69 -2.36
H -0.09 -1.40 -0.09
H -0.38 2.68 0.06
H -2.73 0.38 -1.23
H 0.57 -3.34 1.71
H -1.41 -1.29 -1.04
H 1.12 2.46 -0.84
H 1.40 -2.08 2.79
H 1.18 2.61 0.93

---

Which one sits at the bottom of the stability order? C) does.